#1
Formula: C4H8BrF
Source: the OMol25 dataset
Level of theory: ωB97M-V with the def2-TZVPD basis set

```
! wB97M-V def2-TZVPD RIJCOSX def2/J DEFGRID3
* xyz 0 1
C 0.88386 0.70987 0.43779
C -0.31763 -0.21190 0.35454
C -0.30343 -1.08164 -0.88695
C -1.70594 0.72792 0.36010
F -1.76497 1.44213 -0.78294
Br -3.29340 -0.38101 0.49946
H 0.95204 1.33010 -0.45334
H 0.82925 1.35519 1.31220
H 1.78914 0.11138 0.51248
H -0.40055 -0.82445 1.25629
H -0.26401 -0.46252 -1.78597
H -1.19109 -1.71399 -0.93397
H 0.57425 -1.72889 -0.86495
H -1.69781 1.42319 1.20425
*
```

Properties
lowest unoccupied orbital energy = 0.9558 eV
SMILES string = CC(C)[C@@H](F)Br
HOMO-LUMO gap = 11.2 eV

---

#2
Formula: C4H8BrF
Source: the OMol25 dataset
Level of theory: ωB97M-V with the def2-TZVPD basis set

```
! wB97M-V def2-TZVPD RIJCOSX def2/J DEFGRID3
* xyz 0 1
C 0.87792 0.12594 0.58186
C -0.29658 -0.76312 -1.50045
C -1.55354 0.50178 0.41133
C -0.47274 -0.45614 0.03357
F -0.76769 -1.65782 0.64151
Br -3.23839 -0.14856 0.22542
H 1.68959 -0.57536 0.73578
H 0.58817 0.59540 1.43099
H 1.36864 0.74375 -0.07512
H -0.94079 -0.07062 -2.21231
H 0.73680 -0.85107 -1.71063
H -0.76836 -1.76720 -1.52621
H -1.23848 1.43614 0.73901
H -1.63910 0.14224 2.84322
*
```

Properties
lowest unoccupied orbital energy (alpha / beta) = -0.2487 / -0.4697 eV
HOMO-LUMO gap (alpha / beta) = 9.9 / 7.9 eV

---

Energies relative to the minimum, kcal/mol: #1 0.0; #2 118.3

---

#1
Formula: C4H5N3O2
Source: the OMol25 dataset
Level of theory: ωB97M-V with the def2-TZVPD basis set

```
! wB97M-V def2-TZVPD RIJCOSX def2/J DEFGRID3
* xyz 0 1
C 0.43499 -0.69376 -0.07847
C -0.02265 0.14781 -1.00519
C -0.99432 0.93603 -0.25944
C 0.20629 -0.21970 1.44141
H 1.84596 -1.52249 -1.04839
H 2.02153 -1.63854 0.67383
H -0.27377 -1.10218 -2.57387
H -0.53901 0.62938 -2.62735
H -1.01930 1.38469 2.06346
N 1.44041 -1.69690 -0.21711
N 0.20266 0.01243 -2.38846
N -1.13119 0.21968 1.21292
O -1.67242 1.78093 -0.69417
O 1.25188 -0.34588 2.27805
*
```

Properties
lowest unoccupied orbital energy = -0.3708 eV
HOMO-LUMO gap = 8.8 eV

---

#2
Formula: C4H5N3O2
Source: the OMol25 dataset
Level of theory: ωB97M-V with the def2-TZVPD basis set

```
! wB97M-V def2-TZVPD RIJCOSX def2/J DEFGRID3
* xyz 0 1
H 0.49769 3.04670 -0.18199
N -0.16007 2.21841 -0.14416
C 0.39807 1.04149 0.02672
N 1.78085 0.66467 -0.04250
C 1.93783 -0.65133 0.02417
O 2.95167 -1.30035 0.01181
O 0.66460 -1.18253 0.11129
N -0.17286 -0.15587 0.43088
C -1.57606 -0.44711 0.42990
C -2.07396 -1.35995 -0.36617
H 2.54224 1.30857 0.02463
H -2.21153 0.28132 0.81029
H -1.41554 -2.06336 -0.79054
H -3.16293 -1.40066 -0.34434
*
```

Properties
lowest unoccupied orbital energy = 0.5792 eV
SMILES string = [H]/N=c1\[nH]c(=O)on1C=C
HOMO-LUMO gap = 9.7 eV

---

#3
Formula: C4H5N3O2
Source: the OMol25 dataset
Level of theory: ωB97M-V with the def2-TZVPD basis set

```
! wB97M-V def2-TZVPD RIJCOSX def2/J DEFGRID3
* xyz 0 1
C -1.52850 0.88184 -1.70416
C -2.25612 1.72339 -1.02528
C 0.68976 -0.26431 0.54379
C 1.71303 -1.03780 1.24175
N -0.36501 0.13130 -1.67355
N 0.34974 -0.47069 -0.76532
N -0.29122 0.33642 1.28655
O -2.85927 2.55117 -0.46391
O -0.19498 0.44520 2.50702
H -2.07526 0.66604 -2.75174
H 2.56363 -1.01271 0.63682
H 1.84211 -0.71611 2.22871
H 1.56948 -2.12269 1.29952
H 0.84262 -1.11104 -1.36022
*
```

Properties
lowest unoccupied orbital energy (alpha / beta) = -0.8687 / -0.7047 eV
HOMO-LUMO gap (alpha / beta) = 7.0 / 7.6 eV

---

#4
Formula: C4H5N3O2
Source: the OMol25 dataset
Level of theory: ωB97M-V with the def2-TZVPD basis set

```
! wB97M-V def2-TZVPD RIJCOSX def2/J DEFGRID3
* xyz 0 1
C -1.16550 1.97105 0.14913
C -0.83389 0.65697 0.01219
C -1.74361 -0.52013 -0.14676
O -2.93316 -0.62388 -0.32417
N -0.99816 -1.63867 0.26553
O 0.36298 -1.35497 0.04786
C 0.54227 0.00338 -0.14490
N 1.67071 0.48711 -0.34091
N 2.77983 -0.40392 -0.14566
H -2.14503 2.30043 0.14679
H -0.41485 2.69588 0.20533
H -1.32177 -2.41553 -0.33354
H 2.53466 -1.12446 0.45599
H 3.66552 -0.03325 0.15314
*
```

Properties
lowest unoccupied orbital energy = -0.5030 eV
SMILES string = C=C1C(=O)NO/C1=N\N
HOMO-LUMO gap = 8.3 eV

---

Energies relative to the minimum, kcal/mol: #1 59.9; #2 0.0; #3 103.1; #4 30.3

---

#1
Formula: BrH3O3P
Source: the OMol25 dataset
Level of theory: ωB97M-V with the def2-TZVPD basis set

```
! wB97M-V def2-TZVPD RIJCOSX def2/J DEFGRID3
* xyz 1 1
O 0.10239 0.38576 -1.42004
O 0.15469 1.09522 1.01013
O 0.29067 -1.47501 0.34087
P -0.29218 -0.03542 0.04099
Br -2.84031 -0.04024 0.07986
H 0.23571 1.37696 -1.72720
H 0.17914 1.03763 2.04319
H 0.57035 -2.17456 -0.38945
*
```

Properties
lowest unoccupied orbital energy = -6.1482 eV
HOMO-LUMO gap = 9.3 eV

---

#2
Formula: BrH3O3P
Source: the OMol25 dataset
Level of theory: ωB97M-V with the def2-TZVPD basis set

```
! wB97M-V def2-TZVPD RIJCOSX def2/J DEFGRID3
* xyz 1 1
O 0.85087 -0.69068 1.25323
O 0.20375 -0.70200 -1.35669
O 0.62672 1.43553 0.01263
P 0.04124 -0.00732 0.07092
Br -2.88141 -0.07397 0.05812
H 0.94911 -1.67846 1.42843
H -0.40629 -0.48008 -2.05956
H 0.61602 2.19698 0.59293
*
```

Properties
lowest unoccupied orbital energy (alpha / beta) = -7.8720 / -7.8711 eV
HOMO-LUMO gap (alpha / beta) = 7.5 / 7.5 eV

---

Energies relative to the minimum, kcal/mol: #1 0.0; #2 28.5

---

#1
Formula: C7H12N2
Source: the OMol25 dataset
Level of theory: ωB97M-V with the def2-TZVPD basis set

```
! wB97M-V def2-TZVPD RIJCOSX def2/J DEFGRID3
* xyz 0 1
C -1.55044 0.39262 -0.77176
C -0.73415 1.48235 0.02040
C 0.16810 0.56089 0.90882
C -0.81004 -0.65980 1.27066
C -1.04985 -0.90518 -0.19195
C 0.37602 -1.15482 -0.74479
C 1.21580 -0.19666 0.02514
N 2.23298 0.77670 -0.44391
N 2.55156 -0.44106 0.33777
H -2.58290 0.63750 -0.98713
H -1.33491 0.36612 -1.89772
H -0.25115 2.17516 -0.72629
H -1.51198 2.03997 0.47588
H 0.36001 1.06078 1.76786
H -1.58469 -0.29224 1.92075
H -0.23028 -1.41709 1.73848
H -1.70674 -1.75146 -0.31985
H 0.71345 -2.14432 -0.43636
H 0.29091 -1.02776 -1.80588
H 2.66429 0.67942 -1.46148
H 2.77401 -0.18113 1.32138
*
```

Properties
lowest unoccupied orbital energy = 1.0723 eV
SMILES string = C1C[C@H]2C[C@@H]1CC21NN1
HOMO-LUMO gap = 10.4 eV

---

#2
Formula: C7H12N2
Source: the OMol25 dataset
Level of theory: ωB97M-V with the def2-TZVPD basis set

```
! wB97M-V def2-TZVPD RIJCOSX def2/J DEFGRID3
* xyz 0 1
H 0.97447 -0.95986 1.93030
N 0.29590 -1.48011 2.39494
C -0.83511 -1.10116 1.96466
N -1.32609 -0.27905 1.00393
C -0.51924 0.42461 0.12956
C -0.82508 1.62409 -0.55952
C 0.38675 2.13155 -1.43189
C 1.09561 0.79195 -1.63500
C 0.74374 -0.17547 -0.48262
C 0.63430 -1.61673 -0.97196
H -1.65319 -1.67676 2.47690
H -2.31670 -0.23960 0.98391
H -1.72782 2.24934 -0.53964
H 1.04606 2.85043 -0.93983
H 0.26275 2.55699 -2.38523
H 2.15922 0.83255 -1.93528
H 0.66824 0.34718 -2.50472
H 1.61821 -0.23274 0.17187
H 0.31259 -2.22508 -0.11787
H 1.77172 -1.89797 -1.14730
H 0.00990 -1.76332 -1.86460
*
```

Properties
lowest unoccupied orbital energy = 0.8857 eV
SMILES string = [H]/N=C\NC1=CCC[C@@H]1C
HOMO-LUMO gap = 9.2 eV

---

Energies relative to the minimum, kcal/mol: #1 33.8; #2 0.0

---

#1
Formula: C7H12N2
Source: the OMol25 dataset
Level of theory: ωB97M-V with the def2-TZVPD basis set

```
! wB97M-V def2-TZVPD RIJCOSX def2/J DEFGRID3
* xyz 0 1
C -1.48096 0.64473 0.27212
C -1.01178 -0.71687 0.10314
C 0.73762 1.28548 -0.41738
C 1.26877 -0.21739 -0.48748
C -0.88668 1.67665 -0.30915
C -1.32602 3.09858 -0.19974
C 1.03759 -3.05625 0.76775
N 0.27005 -1.05054 -0.25889
N 0.59320 -2.40650 -0.42956
H -2.55872 0.83266 0.68686
H -1.80955 -1.39184 0.26525
H 1.27274 1.54689 0.47801
H 1.07660 1.94962 -1.24414
H 2.27977 -0.33574 -0.86411
H -2.16090 3.26870 0.40620
H -1.63004 3.36541 -1.28086
H -0.53809 3.63828 0.10621
H 1.25921 -2.25213 1.54071
H 0.28786 -3.74915 1.18619
H 1.94450 -3.55794 0.70461
H 1.37482 -2.57263 -1.02574
*
```

Properties
lowest unoccupied orbital energy (alpha / beta) = 0.9153 / 0.9765 eV
HOMO-LUMO gap (alpha / beta) = 7.0 / 7.1 eV

---

#2
Formula: C7H12N2
Source: the OMol25 dataset
Level of theory: ωB97M-V with the def2-TZVPD basis set

```
! wB97M-V def2-TZVPD RIJCOSX def2/J DEFGRID3
* xyz 0 1
H -3.05442 0.86906 -0.55409
N -2.44285 1.33226 0.11003
C -1.20313 1.06857 0.00932
C 0.00159 1.69142 0.21833
C 1.07066 0.72705 0.09785
C 1.74169 0.17519 1.33014
N 1.82567 0.71015 -1.02622
C -0.76369 -0.59244 -0.37102
C -0.82107 -0.91863 -1.66992
C -1.08250 -1.58151 0.71594
H 0.12306 2.69009 0.62208
H 1.02319 0.05692 2.13762
H 2.51326 0.89007 1.63755
H 2.23675 -0.78302 1.15067
H 2.66742 0.15306 -1.07964
H 1.42698 1.14160 -1.84800
H -0.58282 -0.19276 -2.44255
H -1.17850 -1.88611 -2.01534
H -1.65217 -2.43244 0.32760
H -0.16715 -1.99693 1.14580
H -1.68197 -1.12159 1.50387
*
```

Properties
lowest unoccupied orbital energy (alpha / beta) = -0.4514 / -0.4516 eV
SMILES string = [H]/N=C(/C=C(\C)N)C(=C)C
HOMO-LUMO gap (alpha / beta) = 6.4 / 6.4 eV

---

Energies relative to the minimum, kcal/mol: #1 28.7; #2 0.0

---

#1
Formula: C10H16
Source: the OMol25 dataset
Level of theory: ωB97M-V with the def2-TZVPD basis set

```
! wB97M-V def2-TZVPD RIJCOSX def2/J DEFGRID3
* xyz -1 2
C -3.02470 0.05897 3.76392
C -2.06256 1.04320 3.09492
C -3.24501 -1.22882 3.02272
H -2.64822 -0.11902 4.77972
H -3.96613 0.60964 3.89502
H -1.43486 0.49504 2.38912
H -2.27714 -1.53034 2.61702
H -1.33423 1.63146 3.65786
H -2.66385 1.78839 2.56390
H -3.59982 -2.04177 3.67246
H -4.03631 -1.30573 2.27228
C 0.57800 1.49103 -3.40566
C 1.93390 -1.13160 -0.22633
C 2.09881 0.23716 -0.20550
C 1.41105 -1.61370 -1.45058
C 1.82824 1.12071 -1.26605
C 1.14936 -0.80136 -2.54147
C 1.28976 0.57933 -2.41178
H 2.08608 -1.78958 0.61300
H 2.51203 0.76961 0.65397
H 1.40567 -2.69236 -1.58395
H 1.89879 2.16838 -1.01468
H 0.78785 -1.26316 -3.44636
H -0.37724 1.04940 -3.68697
H 1.13788 1.74996 -4.30445
H 0.46808 2.45496 -2.90280
*
```

Properties
lowest unoccupied orbital energy (alpha / beta) = 3.7259 / 3.7655 eV
HOMO-LUMO gap (alpha / beta) = 2.4 / 9.6 eV

---

#2
Formula: C10H16
Source: the OMol25 dataset
Level of theory: ωB97M-V with the def2-TZVPD basis set

```
! wB97M-V def2-TZVPD RIJCOSX def2/J DEFGRID3
* xyz -1 2
C 0.99490 3.18397 -1.23632
C -0.50245 3.37920 -1.55694
H 1.40556 4.03160 -0.69084
H 1.18244 2.22451 -0.56583
H 1.75410 3.28794 -2.01280
H -0.94203 4.31463 -1.56085
H -0.52536 3.02719 -2.59826
H -1.02369 2.74539 -0.89204
C 0.01616 -1.40063 -1.40480
C 1.17539 -2.31626 -1.89766
C -0.13747 -0.92342 -0.02978
C 0.93374 -0.91656 0.88932
C -1.43378 -0.73756 0.29633
C 0.71014 -0.72835 2.22525
C -1.66159 -0.29422 1.68056
C -0.60405 -0.34242 2.63831
H 0.02183 -0.47316 -2.09751
H -0.95507 -1.98900 -1.70248
H 1.38939 -3.08674 -1.11651
H 1.86688 -1.19792 0.41983
H -2.23745 -0.86425 -0.49513
H 1.38744 -0.54435 2.99698
H -2.68944 -0.08230 1.79794
H -0.83786 -0.02948 3.68013
H 2.29886 -1.88915 -1.92716
H 0.95843 -2.89748 -2.86110
*
```

Properties
lowest unoccupied orbital energy (alpha / beta) = 3.8343 / 3.6399 eV
HOMO-LUMO gap (alpha / beta) = 2.9 / 7.6 eV

---

#3
Formula: C10H16
Source: the OMol25 dataset
Level of theory: ωB97M-V with the def2-TZVPD basis set

```
! wB97M-V def2-TZVPD RIJCOSX def2/J DEFGRID3
* xyz -1 2
C -0.98594 1.28669 -2.47885
C 0.15814 -1.83740 -0.69732
C 0.10854 -0.74893 -1.54098
C -1.06558 -2.15360 -0.07062
C -1.01931 -0.01766 -1.73672
C -2.29772 -1.64511 -0.51172
C -2.24554 -0.56381 -1.31737
H 1.02929 -2.37298 -0.50145
H 1.07483 -0.58666 -2.06464
H -1.10224 -3.02357 0.60853
H -3.25865 -2.03719 -0.12831
H -1.95558 1.73704 -2.94960
H -0.44965 1.40919 -3.30001
H -3.10917 -0.00744 -1.70630
H -0.58581 2.16675 -1.87636
C 1.87588 0.45884 2.19431
C 0.77852 1.32238 2.69650
C 1.94600 0.43013 0.64506
H 2.78012 0.96342 2.64303
H 1.55839 -0.76158 2.59937
H -0.17661 0.84922 2.83832
H 2.93926 0.29404 0.25588
H 1.27607 -0.35894 0.34600
H 1.55575 1.42914 0.16411
H 0.73920 1.61593 3.80662
H 0.43182 2.15210 2.08253
*
```

Properties
lowest unoccupied orbital energy (alpha / beta) = 3.8715 / 3.6819 eV
HOMO-LUMO gap (alpha / beta) = 2.9 / 7.7 eV

---

Energies relative to the minimum, kcal/mol: #1 0.0; #2 29.2; #3 40.6